1.
# C19H31N3O

One molecule with the formula C19H31N3O (ωB97M-V/def2-TZVPD, OMol25).

Properties
**Structure (SMILES)**: C=C(C)c1cccc(C(C)(C)NC(=O)NCCN(CC)CC)c1
**Lowest unoccupied orbital energy**: 0.0276 Ha
**Highest occupied orbital energy**: -8.6 eV
**Kohn-Sham gap**: 9.34 eV

Atoms and positions in Å:
1 C 3.8301 2.6584 -0.4548
2 C 2.8814 1.7812 -0.7662
3 C 2.5149 1.4968 -2.1937
4 C 2.1525 1.0328 0.2719
5 C 1.8488 1.6217 1.4989
6 C 1.1732 0.9065 2.4671
7 C 0.7644 -0.3950 2.2263
8 C 1.0232 -0.9920 0.9988
9 C 0.6011 -2.4252 0.7010
10 C -0.6969 -2.8276 1.4212
11 C 1.7427 -3.3434 1.1601
12 N 0.4461 -2.6210 -0.7326
13 C -0.3788 -1.9713 -1.6150
14 O -0.4813 -2.3700 -2.7617
15 N -1.0528 -0.8920 -1.1390
16 C -1.7113 0.0322 -2.0279
17 C -2.8984 0.6779 -1.3039
18 N -2.5086 1.1635 0.0163
19 C -3.3706 0.6682 1.0797
20 C -2.7201 0.7764 2.4564
21 C -2.3284 2.6044 0.0669
22 C -1.1019 3.0659 -0.7112
23 C 1.7343 -0.2746 0.0445
24 H 4.1327 2.8423 0.5616
25 H 4.3591 3.2088 -1.2144
26 H 1.4353 1.4239 -2.3090
27 H 2.8899 2.2811 -2.8463
28 H 2.9493 0.5516 -2.5185
29 H 2.1327 2.6462 1.6856
30 H 0.9519 1.3669 3.4191
31 H 0.2460 -0.9367 3.0019
32 H -0.5381 -2.9316 2.4908
33 H -1.0307 -3.7882 1.0341
34 H -1.4830 -2.0981 1.2471
35 H 1.4777 -4.3871 1.0036
36 H 1.9438 -3.1896 2.2174
37 H 2.6491 -3.1203 0.6019
38 H 0.8029 -3.4882 -1.1036
39 H -0.8240 -0.4994 -0.2387
40 H -1.0061 0.8019 -2.3661
41 H -2.0508 -0.5273 -2.9021
42 H -3.3025 1.4873 -1.9258
43 H -3.6816 -0.0769 -1.1984
44 H -3.5554 -0.3895 0.8761
45 H -4.3472 1.1846 1.0907
46 H -3.2481 0.1366 3.1594
47 H -2.7496 1.7920 2.8420
48 H -1.6828 0.4592 2.3964
49 H -2.1882 2.8837 1.1114
50 H -3.2241 3.1345 -0.3071
51 H -0.9171 4.1184 -0.5090
52 H -0.2312 2.4944 -0.4001
53 H -1.2425 2.9476 -1.7820
54 H 1.9638 -0.7519 -0.8950

Forces on atoms 1 to 2 (eV/Å):
0.0 0.0 0.0
0.2 0.2 -0.2

Results of the Löwdin charge analysis, in e, for atoms 1 through 4:
1. C 0.061
2. C -0.320
3. C -0.047
4. C -0.193

=====

2.
# H16O8

A 8-piece molecular cluster, H16O8 overall in a non-equilibrium geometry (ωB97M-V/def2-TZVPD, OMol25).

Properties
**Structure (SMILES)**: O.O.O.O.O.O.O.O
**Lowest unoccupied orbital energy**: 0.0048 Ha
**Highest occupied orbital energy**: -10.6 eV
**Kohn-Sham gap**: 10.73 eV

Atoms and positions in Å:
1 O 0.7273 -0.5006 0.5529
2 H 1.4264 -0.0401 0.1036
3 H 0.3173 0.2299 1.0410
4 O -1.7571 0.9240 -0.0365
5 H -1.9794 0.7245 0.9052
6 H -2.2199 0.2438 -0.4016
7 O -4.0106 -1.5530 1.6644
8 H -3.8189 -1.4967 0.7290
9 H -4.9242 -1.7663 1.7299
10 O -0.9918 -2.1970 -1.3352
11 H -1.3366 -2.4635 -0.4541
12 H -1.3878 -2.8748 -1.8531
13 O 4.7296 -0.3220 1.2327
14 H 4.0624 -0.1010 0.5406
15 H 4.5038 -1.1722 1.6259
16 O 2.5841 2.3573 0.1503
17 H 2.9299 1.8711 0.8333
18 H 2.4403 1.8053 -0.6262
19 O 2.1992 -1.4584 -1.1385
20 H 2.5365 -1.8809 -1.8720
21 H 1.2323 -1.2685 -1.2870
22 O -2.3006 3.3070 -0.5380
23 H -2.8929 3.3838 -1.2921
24 H -2.0693 4.2485 -0.2745

Forces on atoms 1 to 2 (eV/Å):
-0.6 0.5 1.1
0.6 0.0 -0.3

Results of the Löwdin charge analysis, in e, for atoms 1 through 4:
1. O -0.071
2. H -0.019
3. H 0.045
4. O -0.030

=====

3.
# C7H12N3

An isolated ion of composition C7H12N3 and charge +1 in a non-equilibrium geometry (ωB97M-V/def2-TZVPD, OMol25).

Properties
**Lowest unoccupied orbital energy**: -0.1472 Ha
**Highest occupied orbital energy**: -13.4 eV
**Kohn-Sham gap**: 9.37 eV
**Charge**: +1

Atoms and positions in Å:
1 C -1.0363 -0.0247 1.3401
2 C 1.0561 -1.3412 -0.1349
3 C -0.5902 -1.2450 1.4280
4 C 0.0422 1.5298 -2.0272
5 C 1.2198 0.5910 -1.8477
6 C -0.0339 2.2027 -0.5697
7 C -1.4438 -2.2954 2.2482
8 N 0.3590 -1.8821 0.7829
9 N 0.8475 -0.0274 -0.6490
10 N 0.3419 1.0052 0.2542
11 H -1.5986 0.7889 1.7520
12 H 1.7692 -1.9373 -0.7213
13 H 0.3153 2.1831 -2.9218
14 H -0.7873 0.8496 -2.1896
15 H 1.1722 -0.2520 -2.5645
16 H 2.1818 0.9415 -1.7593
17 H 0.7313 2.9516 -0.4071
18 H -0.9211 2.5819 -0.2040
19 H -0.5870 -2.8670 2.7716
20 H -1.9553 -3.1220 1.6473
21 H -2.1549 -1.9415 2.9531
22 H 1.0722 1.3103 0.8188

Forces on atoms 1 to 2 (eV/Å):
2.1 2.6 -1.2
-0.7 2.1 -1.8

Results of the Löwdin charge analysis, in e, for atoms 1 through 4:
1. C 0.274
2. C -0.041
3. C -0.407
4. C -0.075